(1)
DFT (wB97M-V/def2-TZVPD) results for 11 unconnected molecules or ions with the total composition C18H17Cl30F3N2 in a non-equilibrium geometry.

Each line ends with the natural charge from an NBO analysis.
Geometry (Å):
N (4.479, 1.560, 1.908)  -0.288
C (3.565, 1.629, 1.309)  0.267
C (2.430, 1.662, 0.414)  -0.503
C (1.091, 1.940, 1.103)  -0.304
C (1.190, 3.004, 2.094)  0.280
N (1.251, 3.878, 2.719)  -0.305
C (0.396, 0.700, 1.663)  -0.364
C (1.050, 0.068, 2.891)  -0.492
C (2.017, -1.009, 2.572)  0.210
F (3.268, -0.859, 2.861)  -0.296
C (1.727, -2.095, 2.026)  0.649
F (2.509, -3.075, 2.092)  -0.277
F (0.659, -2.295, 1.399)  -0.292
H (2.350, 0.773, -0.190)  0.258
H (2.603, 2.479, -0.265)  0.264
H (0.434, 2.327, 0.337)  0.255
H (-0.593, 1.019, 1.963)  0.221
H (0.244, 0.006, 0.849)  0.222
H (0.252, -0.395, 3.454)  0.237
H (1.515, 0.770, 3.566)  0.255
C (2.943, 5.132, -3.215)  -0.285
Cl (2.307, 5.785, -4.722)  0.027
Cl (1.809, 5.411, -1.887)  0.014
Cl (3.281, 3.403, -3.363)  0.009
H (3.870, 5.640, -2.989)  0.231
C (2.501, 8.224, 2.520)  -0.283
Cl (3.539, 8.025, 1.105)  0.015
Cl (3.293, 9.233, 3.734)  0.005
Cl (0.946, 8.916, 2.057)  0.022
H (2.324, 7.247, 2.952)  0.242
C (2.573, -0.233, -5.459)  -0.283
Cl (3.566, 0.251, -4.084)  0.017
Cl (2.917, -1.897, -5.947)  0.025
Cl (0.862, -0.041, -5.079)  0.027
H (2.811, 0.416, -6.290)  0.231
C (-0.713, -3.362, -1.482)  -0.285
Cl (-1.598, -4.839, -1.883)  0.006
Cl (0.625, -3.115, -2.599)  0.028
Cl (-1.796, -1.967, -1.484)  0.014
H (-0.306, -3.472, -0.485)  0.232
C (2.190, 12.170, 5.850)  -0.285
Cl (0.581, 11.456, 5.970)  0.020
Cl (2.080, 13.922, 5.664)  0.018
Cl (3.161, 11.754, 7.266)  0.016
H (2.677, 11.766, 4.974)  0.230
C (2.882, -1.463, 6.369)  -0.287
Cl (1.261, -2.143, 6.551)  0.010
Cl (2.796, 0.262, 6.012)  0.024
Cl (3.847, -1.755, 7.814)  0.026
H (3.363, -1.955, 5.534)  0.232
C (4.443, -4.012, -1.710)  -0.283
Cl (3.751, -3.325, -3.187)  0.015
Cl (3.377, -3.742, -0.330)  0.011
Cl (4.769, -5.734, -1.916)  0.020
H (5.381, -3.511, -1.515)  0.229
C (-4.869, -3.696, -3.566)  -0.287
Cl (-4.251, -2.367, -4.551)  0.014
Cl (-5.350, -3.117, -1.970)  0.015
Cl (-6.219, -4.495, -4.374)  0.019
H (-4.074, -4.418, -3.437)  0.229
C (-9.667, -6.539, -5.597)  -0.286
Cl (-10.688, -5.258, -6.257)  0.018
Cl (-8.005, -6.367, -6.165)  0.019
Cl (-9.713, -6.533, -3.835)  0.026
H (-10.049, -7.488, -5.946)  0.228
C (-8.288, -8.927, -0.749)  -0.286
Cl (-7.690, -7.605, -1.752)  0.027
Cl (-8.752, -8.339, 0.849)  0.019
Cl (-9.647, -9.737, -1.532)  0.016
H (-7.491, -9.647, -0.626)  0.227

charge	0
strongest force on any atom	11.56	eV/A
E_tot	-14910.788224	Ha
spin multiplicity	1
SMILES	N#CC[C@H](C#N)CCC(F)=C(F)F.ClC(Cl)Cl.ClC(Cl)Cl.ClC(Cl)Cl.ClC(Cl)Cl.ClC(Cl)Cl.ClC(Cl)Cl.ClC(Cl)Cl.ClC(Cl)Cl.ClC(Cl)Cl.ClC(Cl)Cl

---

(2)
DFT (wB97M-V/def2-TZVPD) results for a molecular structure, C18H17Cl4IrN5O5 in a non-equilibrium geometry.

Each line ends with the Löwdin spin population.
Geometry (Å):
Ir (0.693, -0.070, -0.234)  2.508
Cl (5.942, -4.883, -0.031)  0.026
C (5.048, -3.424, -0.097)  0.080
C (5.711, -2.205, 0.167)  0.118
Cl (7.371, -2.206, 0.551)  0.044
C (5.014, -1.005, 0.117)  0.009
Cl (5.799, 0.479, 0.462)  -0.005
C (3.640, -0.982, -0.188)  0.156
O (2.941, 0.078, -0.226)  0.268
C (2.931, -2.244, -0.416)  0.139
O (1.679, -2.188, -0.572)  0.280
C (3.691, -3.442, -0.388)  0.039
Cl (2.885, -4.921, -0.712)  0.007
C (-4.056, -1.545, -1.523)  0.001
N (-3.030, -2.062, -0.643)  0.002
C (-3.242, -3.117, 0.171)  0.000
C (-2.272, -3.584, 0.997)  0.003
C (-1.043, -2.860, 1.053)  0.009
N (-0.904, -1.759, 0.324)  0.079
C (-1.804, -1.423, -0.626)  0.010
O (-1.519, -0.547, -1.440)  0.065
N (-0.051, -3.216, 1.863)  0.001
H (-4.802, -2.308, -1.733)  0.000
H (-3.591, -1.211, -2.449)  0.000
H (-4.544, -0.681, -1.064)  0.000
H (-4.220, -3.570, 0.119)  0.000
H (-2.432, -4.452, 1.613)  0.001
H (-0.053, -4.114, 2.312)  0.000
H (0.823, -2.719, 1.785)  -0.001
C (1.569, 3.063, 1.708)  0.005
O (1.716, 2.102, 0.679)  0.073
H (2.205, 3.928, 1.504)  0.002
H (1.817, 2.653, 2.690)  0.000
H (0.527, 3.379, 1.706)  0.000
H (2.652, 1.869, 0.581)  0.000
N (-0.798, 5.049, -2.267)  0.000
C (-1.968, 4.580, -1.790)  0.000
O (-3.050, 4.974, -2.154)  0.000
C (-1.874, 3.485, -0.761)  0.002
C (-2.918, 3.364, 0.154)  0.002
C (-2.895, 2.323, 1.066)  0.001
C (-1.855, 1.411, 1.007)  0.008
N (-0.877, 1.507, 0.113)  0.050
C (-0.874, 2.521, -0.745)  0.011
H (-0.842, 5.765, -2.974)  0.000
H (0.096, 4.783, -1.900)  0.000
H (-3.720, 4.086, 0.123)  0.000
H (-3.669, 2.217, 1.808)  0.000
H (-1.804, 0.576, 1.694)  0.000
H (-0.045, 2.549, -1.438)  0.003

⟨S²⟩	6.03
charge	+1
strongest force on any atom	1.00	eV/A
E_tot	-3290.958074	Ha
spin multiplicity	5

---

Question: The highest spin multiplicity belongs to which entry?
Answer: C18H17Cl4IrN5O5